# 1
Molecular formula: C2H6O2S
Method: DFT, wB97M-V/def2-TZVPD

Values from the calculation:
E_HOMO = -0.334 Eh
Kohn-Sham gap = 9.579 eV
SMILES = O=CO.CS

Geometry as ORCA input:
```
! wB97M-V def2-TZVPD RIJCOSX def2/J DEFGRID3
* xyz 0 1
O -0.97700 1.45116 1.81134
C 0.23448 1.40370 1.87517
O 0.91671 2.47003 1.07876
H 0.73173 0.36809 2.11280
H 0.15115 2.64339 0.55452
C 0.06098 -0.98787 -1.34051
S -0.72658 -2.04692 -0.18973
H 0.93438 -1.62361 -1.70498
H -0.58925 -0.73078 -2.17104
H 0.53126 0.05843 -1.15888
H -1.26785 -3.00560 -0.86745
*
```

natural (NBO) atomic charge list, values in e, 4 entries:
1 O -0.55
2 C 0.60
3 O -0.72
4 H 0.18

***

# 2
Molecular formula: C48H72F2NO40S2
Method: DFT, wB97M-V/def2-TZVPD

Values from the calculation:
E_HOMO = -0.317 Eh
Kohn-Sham gap = 10.255 eV

Geometry as ORCA input:
```
! wB97M-V def2-TZVPD RIJCOSX def2/J DEFGRID3
* xyz -1 1
N 0.39692 -1.32490 0.43507
S -0.85247 -1.77703 -0.61612
O -1.47009 -2.89680 0.09133
O -0.60301 -1.81508 -2.11497
F -1.85989 -0.51486 -0.58139
S 1.49654 -0.21055 -0.30986
O 0.91981 0.89652 -1.00612
O 2.56570 -0.96588 -0.89038
F 2.10118 0.33000 0.99732
C -5.50062 -3.42868 3.04991
C -5.62467 -3.22243 1.53672
C -5.04778 -1.94313 0.90754
O -4.64047 -2.30446 -0.43410
C -4.42194 -3.67160 -0.40784
O -4.00259 -4.26203 -1.34699
O -4.72460 -4.19177 0.83954
H -4.40805 -3.35526 3.30271
H -5.79701 -4.39393 3.33190
H -6.02789 -2.61007 3.56966
H -6.65618 -3.30074 1.15955
H -4.12730 -1.59959 1.33638
H -5.71360 -1.04674 0.87148
C 0.02184 6.09618 1.55080
C -0.20758 4.96085 0.52484
C 0.06251 3.62607 1.17061
O -1.31085 3.38367 1.61859
C -2.20490 3.99763 0.86084
O -3.36637 3.66381 0.67841
O -1.62674 4.98308 0.17333
H -0.78657 6.13457 2.32054
H -0.02869 7.05373 1.03448
H 1.03057 6.04912 2.01657
H 0.30410 5.28021 -0.35460
H 0.73249 3.68089 2.03211
H 0.39545 2.84658 0.45929
C 6.43630 -2.92561 -1.41233
C 6.08004 -2.33409 -2.73712
C 4.79198 -1.53774 -2.69601
O 5.21122 -0.17582 -2.50510
C 6.53923 -0.10297 -2.71370
O 7.11322 0.98780 -2.62938
O 7.06051 -1.27547 -3.03345
H 5.75443 -3.76647 -1.29831
H 6.35095 -2.17054 -0.65510
H 7.50391 -3.17359 -1.35919
H 6.18768 -3.06810 -3.55289
H 4.09875 -1.75700 -1.90456
H 4.33315 -1.56792 -3.70455
C -4.47638 2.00122 4.81141
C -3.87986 2.31645 3.45575
C -3.63177 1.17054 2.45479
O -4.71503 1.12028 1.52661
C -5.35041 2.29801 1.62011
O -6.12281 2.67016 0.80187
O -4.99652 2.95773 2.70623
H -5.25372 1.20611 4.81682
H -4.81443 2.97059 5.23166
H -3.78822 1.56223 5.52826
H -3.12530 3.09910 3.54357
H -3.47760 0.17360 2.86076
H -2.74892 1.51706 1.88045
C -0.13851 -5.84688 -2.64003
C 1.13147 -5.00572 -2.85772
C 1.78893 -4.44032 -1.57731
O 3.16574 -4.49535 -1.92871
C 3.37455 -5.41979 -2.86960
O 4.52757 -5.78919 -3.16059
O 2.21083 -5.93472 -3.31193
H -0.29958 -6.38973 -3.60632
H -0.98557 -5.18814 -2.54162
H -0.08381 -6.60045 -1.81754
H 0.96426 -4.30903 -3.69559
H 1.47622 -5.14009 -0.80954
H 1.49469 -3.41883 -1.38383
C 3.70278 4.78846 -1.98798
C 3.57085 3.44548 -1.24762
C 4.88818 2.87828 -0.80510
O 4.97072 3.17898 0.61793
C 3.67595 3.36150 1.05839
O 3.25363 3.38463 2.17640
O 2.83605 3.56076 -0.00015
H 2.70876 5.12258 -2.28383
H 4.18680 4.64387 -2.94663
H 4.20675 5.56029 -1.42924
H 3.08034 2.76818 -1.97097
H 5.66241 3.45741 -1.31873
H 5.02291 1.80416 -0.95362
C -0.55741 3.84231 -2.76377
C 0.10611 3.13482 -3.86730
C -0.39273 1.69447 -4.00426
O -0.49085 1.43395 -5.39073
C -0.40247 2.66374 -6.05225
O -0.55399 2.81375 -7.20873
O -0.15621 3.66536 -5.18256
H -0.40921 4.90538 -2.88980
H -0.12251 3.52239 -1.84839
H -1.59228 3.62258 -2.73861
H 1.21230 3.16822 -3.71731
H -1.37835 1.58417 -3.55392
H 0.29712 0.97678 -3.57252
C -3.53654 -0.59881 -5.67202
C -2.75107 -1.48137 -4.70205
C -3.49562 -2.63537 -4.02273
O -2.61799 -3.72182 -4.07254
C -1.73164 -3.49739 -5.07410
O -1.08148 -4.34875 -5.51977
O -1.76453 -2.19457 -5.45605
H -2.90533 0.22125 -6.03827
H -4.35307 -0.09433 -5.17574
H -3.89187 -1.22558 -6.51025
H -2.21440 -0.89825 -3.92085
H -4.43399 -2.85081 -4.50520
H -3.68898 -2.41796 -2.95822
C 0.98256 -3.46176 2.96812
C -0.13961 -2.97685 3.80836
C -1.23379 -2.31576 3.03312
O -2.37393 -2.58905 3.81231
C -2.15117 -3.76160 4.52551
O -2.98071 -4.31586 5.17658
O -0.88744 -4.08741 4.39150
H 1.54343 -2.59937 2.61607
H 0.56091 -4.02337 2.12758
H 1.64030 -4.06132 3.58791
H 0.23309 -2.34756 4.67562
H -1.43312 -2.81867 2.08524
H -1.14730 -1.25213 2.83184
C 2.40863 0.05600 4.69071
C 1.22538 0.87959 5.09567
C 0.38973 1.43124 3.95525
O -0.99986 1.27244 4.30909
C -1.05487 0.34035 5.31911
O -1.99182 -0.07742 5.83512
O 0.20378 -0.04237 5.73681
H 2.03864 -0.89992 4.34618
H 3.06190 -0.05811 5.59076
H 3.08577 0.57990 3.96386
H 1.44977 1.65581 5.83670
H 0.61605 0.98448 2.96916
H 0.50252 2.50552 3.89665
C -6.88077 0.72590 -1.51388
C -5.78653 1.79480 -1.93783
C -4.36703 1.28423 -2.02114
O -3.80899 2.09948 -3.03810
C -4.82148 2.62745 -3.81696
O -4.57417 3.20975 -4.82349
O -6.00440 2.31898 -3.31280
H -7.88939 1.14050 -1.65134
H -6.69571 0.48792 -0.49038
H -6.85279 -0.14770 -2.17565
H -5.81964 2.63686 -1.27774
H -4.33038 0.18623 -2.27929
H -3.86203 1.41126 -1.08654
C 6.47049 -0.02994 1.80096
C 7.07708 -0.14738 3.14404
C 7.90071 1.04804 3.58126
O 7.66809 1.13880 4.98190
C 6.41467 0.53113 5.23956
O 5.90060 0.60207 6.29266
O 6.04651 -0.18501 4.15141
H 5.54184 -0.59731 1.59718
H 7.19110 -0.44083 1.12531
H 6.34863 1.00755 1.49715
H 7.59786 -1.11129 3.24059
H 7.41400 1.87238 3.11340
H 8.98929 0.91585 3.34053
*
```

Mulliken atomic charge list, values in e, 4 entries:
1 N -0.05
2 S 0.42
3 O -0.95
4 O -0.39

***

# 3
Molecular formula: C7H14OPRhS
Method: DFT, wB97M-V/def2-TZVPD

Values from the calculation:
E_HOMO (alpha / beta) = -0.129 / -0.291 Eh
⟨S²⟩ = 6.02
Kohn-Sham gap (alpha / beta) = 4.194 / 6.157 eV

Geometry as ORCA input:
```
! wB97M-V def2-TZVPD RIJCOSX def2/J DEFGRID3
* xyz 0 5
C -0.94632 -0.06189 -2.80651
C -1.72682 1.11069 -3.04849
C -0.83045 2.20547 -3.24196
C 0.50594 1.72377 -3.11418
C 0.45732 0.32645 -2.86228
Rh 0.29413 -1.54862 0.67566
P -0.32012 -3.27853 -0.24697
H -1.32223 -1.06285 -2.60536
H -2.80789 1.13923 -3.11347
H -1.13035 3.23454 -3.42870
H 1.31708 -0.32613 -2.71043
H 1.41037 2.32841 -3.17022
H 0.62585 -3.69774 -1.25870
H -1.53892 -3.16946 -1.01752
H -0.58884 -4.47973 0.51566
C 0.89068 1.93516 3.16856
S 1.38013 0.31703 2.47804
C 0.41359 -0.77864 3.53548
O 0.67681 0.31647 1.07355
H 1.15888 1.89337 4.22907
H -0.17731 2.13671 3.02777
H 1.49678 2.69477 2.66088
H 0.06115 -0.17565 4.38169
H -0.41959 -1.24796 2.97862
H 1.12013 -1.53484 3.89980
*
```

natural (NBO) atomic charge list, values in e, 4 entries:
1 C -0.19
2 C -0.14
3 C -0.36
4 C -0.05

***

# 4
Molecular formula: C26H24HfN6O3S7
Method: DFT, wB97M-V/def2-TZVPD

Values from the calculation:
E_HOMO = -0.288 Eh
Kohn-Sham gap = 6.228 eV

Geometry as ORCA input:
```
! wB97M-V def2-TZVPD RIJCOSX def2/J DEFGRID3
* xyz 0 1
Hf -0.74101 0.17966 -0.78140
C 4.46072 1.56182 1.51144
C 4.50790 1.03950 0.22386
C 3.42873 0.33231 -0.28235
C 2.28526 0.13752 0.49317
C 2.24498 0.66069 1.77898
C 3.32868 1.36915 2.28603
N 1.18053 -0.57433 -0.07159
C 1.32878 -1.95545 -0.10543
C 2.20731 -2.69769 0.70158
C 2.32066 -4.06210 0.52938
C 1.57278 -4.76064 -0.42370
C 0.70046 -4.06413 -1.22912
C 0.57448 -2.69125 -1.04808
N -0.09377 -1.81081 -1.89699
N -0.28579 -2.06390 -3.09224
C -0.51091 -0.84899 -3.81045
C -0.90259 -0.92105 -5.13039
C -0.89432 0.24713 -5.87338
C -0.47422 1.42151 -5.27296
C -0.13857 1.39919 -3.93083
N -0.15071 0.28581 -3.19721
H 5.30462 2.11312 1.90559
H 5.38871 1.18449 -0.38892
H 3.45831 -0.07623 -1.28559
H 1.36061 0.52872 2.37275
H 3.27576 1.76792 3.29238
H 2.81238 -2.19130 1.44374
H 2.99978 -4.60988 1.17059
H 1.67598 -5.83218 -0.52022
H 0.11144 -4.55171 -1.99462
H -1.18643 -1.87700 -5.54539
H -1.20333 0.23677 -6.90975
H -0.43520 2.35283 -5.81788
H 0.13315 2.31102 -3.41819
C -3.80235 3.69151 1.81435
C -2.43416 3.30418 1.38202
C -1.30971 4.05806 1.08828
C -0.34372 3.14972 0.65013
N -0.82769 1.90403 0.70329
N -2.11071 2.03269 1.14676
C 1.00209 3.44314 0.07744
H -3.81971 4.73511 2.11879
H -4.14301 3.07904 2.64937
H -4.49270 3.55290 0.98021
H -1.21040 5.12726 1.16054
H -2.65470 1.18729 1.29107
H 1.32867 4.43821 0.37347
H 0.95809 3.42697 -1.01538
H 1.74761 2.72249 0.40592
O -4.15125 2.17753 -1.53273
S -3.14476 1.40926 -2.21159
O -3.19444 1.38572 -3.64937
O -1.74594 1.85458 -1.74363
S -3.09231 -0.51463 -1.47810
C -2.11350 -4.43547 2.91329
S -0.46836 -4.03011 2.26774
C -0.30763 -2.43727 2.99988
C -0.87478 -1.30504 2.54749
S -1.88116 -1.11474 1.11937
S -0.76858 0.06132 3.62887
C 0.19393 -0.67134 4.86889
S 0.78824 0.15726 6.15203
S 0.53868 -2.32813 4.52160
H -2.34167 -5.44454 2.57321
H -2.85124 -3.74343 2.51295
H -2.11797 -4.41407 4.00103
*
```

natural (NBO) atomic charge list, values in e, 4 entries:
1 Hf 1.97
2 C -0.21
3 C -0.21
4 C -0.26